Entry from the OMol25 dataset: C24H30N2OS6V as an isolated structure (wB97M-V/def2-TZVPD).

```
! wB97M-V def2-TZVPD RIJCOSX def2/J DEFGRID3
* xyz 0 2
V -0.8360 -0.2997 0.3793
S -2.5028 1.6210 2.2382
S 0.3291 -2.4552 -3.3805
S -0.7688 -2.4541 -0.5918
S -1.8991 0.5604 -1.5907
S -3.2788 -1.1476 0.8898
S -0.0892 2.7062 0.2571
O -0.1775 -0.3254 2.1110
N 1.0816 -0.7807 -1.5083
N 0.9399 -0.2241 -0.2842
C -0.9679 3.1773 -1.2765
C 3.3323 -3.9155 -3.3978
C 3.3681 0.0496 -0.2765
C -2.2301 2.3809 -1.5253
C -3.6663 0.0301 -1.6374
C 0.8984 -4.1403 -2.8946
C 1.8491 0.8502 1.6204
C 2.3156 -4.0181 -2.4547
C 4.6360 -3.6844 -3.0002
C 0.7288 0.5158 2.4579
C 0.6571 1.1468 3.7251
C 2.0022 0.2173 0.3321
C 2.7949 1.7767 2.0780
C 4.9382 -3.5528 -1.6541
C -0.8789 3.7552 1.5211
C 2.6240 -3.8751 -1.1080
C -4.5581 -0.1189 1.7113
C 0.2947 -1.7612 -1.7582
C 3.9293 -3.6473 -0.7094
C 1.5802 2.0831 4.1218
C -2.3181 3.4065 1.8544
C -3.8929 -1.2310 -0.8331
C -4.2458 1.3659 1.7077
C 2.6558 2.4066 3.2961
H -0.1750 0.8783 4.3606
H -5.5185 -0.3238 1.2382
H 3.3801 -0.8352 -0.9116
H 4.1309 -0.0498 0.4923
H -4.9017 1.8991 2.3980
H -0.2371 3.6084 2.3902
H -1.1822 4.2453 -1.2218
H 4.1580 -3.5259 0.3397
H 0.2407 -4.4879 -2.1002
H 5.9549 -3.3570 -1.3454
H -2.6341 3.9747 2.7288
H 3.6265 2.0375 1.4384
H -4.2704 0.8525 -1.2576
H -0.2439 2.9915 -2.0707
H 3.6130 0.9096 -0.9006
H 1.4755 2.5768 5.0798
H 3.0877 -3.9804 -4.4477
H -2.9660 2.5627 -0.7441
H -4.3673 1.7950 0.7130
H 3.3768 3.1473 3.6047
H -4.9528 -1.4878 -0.8037
H 5.4170 -3.5880 -3.7407
H -0.8062 4.7891 1.1831
H -2.6579 2.6561 -2.4914
H -3.9103 -0.1374 -2.6868
H -3.3334 -2.0624 -1.2654
H -2.9837 3.6467 1.0267
H -4.5761 -0.4923 2.7345
H 1.8324 -3.9137 -0.3722
H 0.7781 -4.7472 -3.7881
*
```

## Properties
Energy relative to the best compared isomer or geometry (same formula, charge and spin) = 78.5 kJ/mol
DFT total energy = -121101.97950 eV
Gap between HOMO and LUMO (alpha / beta) = 6.6641 / 5.2611 eV



Entry from the OMol25 dataset: C24H30N2P2Tl as an isolated structure (wB97M-V/def2-TZVPD).

```
! wB97M-V def2-TZVPD RIJCOSX def2/J DEFGRID3
* xyz 1 1
Tl 0.6020 0.2945 0.7684
P -2.0532 0.6345 0.2236
P 0.2825 -2.4052 0.4438
N -0.4990 0.2293 3.0037
N 0.4974 0.0313 -2.0105
C -0.8933 1.7559 4.7971
C 0.2163 1.3346 -2.2738
C -1.1374 0.6787 5.6575
C -0.5416 1.4805 3.4653
C -3.5314 -0.3192 0.7465
C 4.2208 -1.5540 -2.7091
C -0.5295 3.7354 -3.4202
C -1.1640 1.6999 -2.2532
C 0.8362 -2.6815 -1.3046
C -1.5093 2.8781 -2.8970
C -1.0170 -0.6077 5.1609
C 2.8662 0.4211 -2.3665
C -1.2653 -3.3774 0.6350
C -2.4936 2.3419 0.7144
C 1.7747 -0.4318 -2.0733
C 1.9751 -1.8299 -1.8326
C -0.6804 -0.8101 3.8259
C 4.0649 -0.1677 -2.7671
C 3.1951 -2.3689 -2.2075
C 1.5220 -3.2942 1.4845
C 0.8306 3.4466 -3.2509
C 2.6499 1.9119 -2.2885
C 1.2219 2.2776 -2.5974
C -2.1688 0.7633 -1.6214
H -4.4883 0.1793 0.5286
H -0.8364 4.6279 -3.9689
H -3.4827 -0.4784 1.8317
H 3.3336 -3.4462 -2.1247
H -2.0013 -3.0809 -0.1304
H -1.1831 -1.4930 5.7785
H -0.9697 2.7813 5.0853
H -0.0692 -2.4928 -1.9035
H -2.5665 3.1148 -3.0065
H -0.2990 2.2809 2.7578
H 3.3419 2.4275 -2.9614
H -1.9991 -0.2570 -1.9956
H 5.1431 -2.0153 -3.0638
H 1.2289 -3.2120 2.5446
H -1.1008 -4.4654 0.5572
H 2.4982 -2.8024 1.3650
H -3.3817 2.7276 0.1964
H 1.0865 -3.7477 -1.3852
H -1.7063 -3.1621 1.6238
H -0.5555 -1.8102 3.3806
H 1.5916 4.1231 -3.6466
H -3.1941 1.0614 -1.8712
H 1.6240 -4.3608 1.2294
H 2.2257 -0.2773 1.2819
H -3.5608 -1.3129 0.2813
H 2.9251 2.2725 -1.2695
H -2.6777 2.4038 1.7938
H -1.4130 0.8671 6.7014
H 4.8706 0.4717 -3.1432
H -1.6554 3.0079 0.4800
*
```

## Properties
Energy relative to the best compared isomer or geometry (same formula, charge and spin) = 17.3 kJ/mol
DFT total energy = -51619.07079 eV
Gap between HOMO and LUMO (alpha / beta) = 4.6905 / 6.6098 eV